DFT (ωB97M-V/def2-TZVPD) results for 2 unconnected molecules or ions with the total composition CH7NS2.

```
11
Properties=species:S:1:pos:R:3:lowdin_charge:R:1
C -0.6358 0.7376 1.8643 -0.143
N -0.5664 -0.7957 2.0040 -0.072
H -0.8882 0.6959 0.8519 0.024
H -1.4583 1.1551 2.5949 0.098
H 0.3577 1.1991 1.9556 0.065
H -1.4759 -1.2208 2.0927 0.044
H -0.2581 -0.9997 2.8795 -0.014
S 0.4392 0.3657 -3.3826 0.200
S 2.2732 -0.6681 -3.6151 0.188
H 0.4200 1.2866 -4.3500 -0.219
H 1.7926 -1.7557 -2.8952 -0.172
```

Properties
- Total energy: -24309.669 eV
- Charge: 0

=====

DFT (ωB97M-V/def2-TZVPD) results for a molecular structure, C29H34MnN7O.

```
72
Properties=species:S:1:pos:R:3:lowdin_charge:R:1
Mn 0.8554 1.1323 0.6664 0.818
C 4.8817 0.4658 -0.4503 -0.015
C 3.5349 1.0554 -0.2082 -0.235
N 2.4015 0.3025 -0.1077 -0.106
N 2.4706 -1.0071 -0.3234 0.105
C 1.4683 -1.7567 -0.0945 -0.258
O 0.3040 -1.0528 0.4747 -0.102
C 1.3978 -3.1671 -0.4380 -0.184
C 0.6404 -4.1022 0.2769 -0.050
C 0.6256 -5.4348 -0.1020 -0.070
C 1.3634 -5.8628 -1.1943 -0.053
C 2.1397 -4.9479 -1.8960 -0.050
C 2.1608 -3.6167 -1.5261 -0.025
C 3.2864 2.4428 -0.0521 -0.217
C 4.2444 3.4442 -0.2856 0.008
C 3.8700 4.7650 -0.2423 -0.031
C 2.5462 5.0922 0.0690 -0.041
C 1.6668 4.0717 0.3526 -0.108
N 1.9998 2.7761 0.3070 0.007
H 4.8085 -0.6165 -0.4770 0.071
H 5.5725 0.7580 0.3435 0.098
H 5.3099 0.8099 -1.3945 0.096
H 0.1194 -3.8104 1.1805 0.112
H 0.0539 -6.1460 0.4809 0.115
H 1.3525 -6.9027 -1.4908 0.117
H 2.7322 -5.2764 -2.7394 0.118
H 2.7651 -2.9016 -2.0673 0.120
H 5.2620 3.1626 -0.5170 0.120
H 4.5874 5.5467 -0.4527 0.122
H 2.2087 6.1174 0.1028 0.113
H 0.6505 4.3036 0.6450 0.104
N -1.2313 2.0312 -0.0398 0.068
C -1.5781 3.0259 0.9592 -0.253
C -2.4921 4.0161 0.7242 -0.001
C -2.7821 4.9784 1.7111 -0.037
C -2.1719 4.9219 2.9315 0.000
C -1.2393 3.8986 3.2133 -0.135
C -0.5795 3.7826 4.4570 0.032
C 0.3313 2.7807 4.6432 -0.015
C 0.5966 1.8988 3.5875 -0.086
N 0.0025 1.9694 2.4108 0.016
C -0.9288 2.9476 2.2144 -0.186
H -1.3012 2.4467 -0.9619 0.107
H -1.9262 1.2901 -0.0054 0.098
H -3.0041 4.0729 -0.2293 0.125
H -3.4977 5.7592 1.4938 0.121
H -2.3857 5.6557 3.6979 0.129
H -0.7988 4.4906 5.2463 0.135
H 0.8559 2.6655 5.5806 0.122
H 1.3240 1.1056 3.7200 0.125
C -3.1616 -4.3613 -0.0234 -0.034
C -3.3380 -2.8826 -0.3519 -0.159
N -2.4042 -2.4070 -1.3868 -0.024
C -2.8137 -2.6866 -2.7759 -0.164
C -3.7633 -1.6341 -3.3384 -0.044
C -1.3075 -1.7501 -1.1165 -0.238
C -0.4577 -1.1697 -2.1957 0.063
N -0.9410 -1.5505 0.1589 0.090
H -3.8996 -4.6538 0.7220 0.096
H -2.1678 -4.5708 0.3704 0.057
H -3.3169 -4.9824 -0.9043 0.086
H -3.2405 -2.2726 0.5457 0.120
H -4.3419 -2.7048 -0.7359 0.130
H -3.3149 -3.6523 -2.7637 0.129
H -1.9315 -2.7928 -3.4019 0.125
H -4.6513 -1.5260 -2.7157 0.081
H -4.0889 -1.9488 -4.3289 0.096
H -3.2903 -0.6566 -3.4347 0.073
H 0.1639 -1.9465 -2.6464 0.117
H 0.2035 -0.4006 -1.8036 0.085
H -1.0779 -0.7353 -2.9761 0.098
H -1.3322 -2.0973 0.9085 0.152
```

Properties
- Total energy: -74408.353 eV
- 2S+1: 5
- Charge: +2
- <S²>: 6.0536

=====

DFT (ωB97M-V/def2-TZVPD) results for a molecular structure, C4H6AgO3.

```
14
Properties=species:S:1:pos:R:3:lowdin_charge:R:1
H -3.0542 0.3823 -1.0194 0.255
O -0.9509 -0.3644 0.0419 0.206
C 0.4994 -0.2054 0.0224 -0.481
O 0.9801 0.8774 0.1347 0.104
Ag 2.0761 2.8968 0.1144 0.947
O 0.9804 -1.3698 -0.1047 0.107
C 2.4312 -1.5095 -0.0484 0.075
H 2.8638 -0.9672 -0.8951 0.119
H 2.7803 -1.1084 0.9084 0.120
H 2.6080 -2.5825 -0.1240 0.127
C -1.6699 0.6153 -0.2503 0.030
C -3.0030 0.9037 0.1481 0.110
H -3.3049 0.4684 1.1082 0.147
H -3.2366 1.9632 -0.0361 0.135
```

Properties
- Total energy: -14364.189 eV
- 2S+1: 2
- Charge: +2
- <S²>: 0.7529